Entry from the Open Molecules 2025 dataset: a molecular structure, ClH2NS2 (ωB97M-V with the def2-TZVPD basis set).

Element x y z (Å)
N (-0.090, 0.455, 0.045)
S (-0.617, 0.635, -1.388)
S (-0.636, -0.452, 1.291)
Cl (2.126, -0.029, 0.028)
H (-1.069, -0.631, -1.995)
H (0.286, 0.023, 2.020)

Properties
LUMO (alpha / beta) = 0.4 / -3.1 eV
spin multiplicity = 3
<S²> = 2.010
charge = 0
HOMO-LUMO gap (alpha / beta) = 8.610 / 6.384 eV
DFT total energy = -35710.985 eV
HOMO (alpha / beta) = -8.1697 / -9.4545 eV

These are the Mulliken partial charges, in e, on atoms 1 to 2: atom 1 (N): -0.1861, atom 2 (S): -0.0555